Formula: C36H34N2O5S6Ti
Source: the OMol25 dataset
Level of theory: ωB97M-V/def2-TZVPD

## Properties
2S+1   1
Kohn-Sham gap   7.508 eV
Molar mass   814.9 g mol⁻¹
Relative energy (zero: lowest compared OMol25 entry of this formula, charge and spin)   9.3 kJ/mol
DFT total energy   -5116.66662 a.u.

Last column: Mulliken charge in e.
Cartesian coordinates (Å):
Ti: -0.41520 1.70052 -0.44535  0.4122
S: -1.88262 0.79609 1.09399  -0.4285
C: -3.26165 0.55979 -0.01345  0.2646
C: -4.20793 1.57914 -0.10454  -0.6909
C: -5.30465 1.45503 -0.94007  -0.6369
C: -5.48017 0.29465 -1.67914  -0.7572
C: -4.55953 -0.73384 -1.57298  -0.2727
C: -3.43855 -0.61072 -0.75698  0.0753
S: -2.22907 -1.90829 -0.70189  -0.0944
C: -1.92094 -2.11212 -2.48065  -0.6918
C: -0.46515 -2.16157 -2.87352  0.3146
C: -0.10816 -2.81895 -4.04665  -1.0034
C: 1.19885 -2.73335 -4.49077  -0.6777
C: 2.11210 -2.00532 -3.74719  -1.1628
C: 1.67510 -1.41683 -2.56659  0.8167
C: 2.66951 -0.68891 -1.70124  -1.8458
S: 1.98815 0.54517 -0.53821  0.9497
C: 2.80181 2.03061 -1.09613  0.1325
C: 4.13872 2.25928 -0.80197  -0.6292
C: 4.72246 3.47043 -1.14431  -0.8081
C: 3.96558 4.45968 -1.75633  -0.7613
C: 2.62718 4.23857 -2.04468  -0.4405
C: 2.05103 3.02327 -1.72238  -0.5806
S: -0.57653 3.80025 -1.50197  -0.2368
N: 0.42321 -1.49976 -2.13740  0.5894
H: -4.06228 2.47700 0.48195  0.4832
H: -6.02056 2.26332 -1.01085  0.3868
H: -6.33668 0.18413 -2.33104  0.3928
H: -4.70709 -1.64739 -2.13477  0.4046
H: -2.34475 -1.23554 -2.97574  0.3188
H: -2.43245 -2.99731 -2.85688  0.6564
H: -0.85374 -3.36385 -4.61032  0.4881
H: 1.50047 -3.21895 -5.40971  0.4268
H: 3.14134 -1.90159 -4.06538  0.5411
H: 3.40525 -0.17061 -2.31470  0.7964
H: 3.18489 -1.40293 -1.05581  0.7685
H: 4.70525 1.50262 -0.27403  0.5395
H: 5.76138 3.65140 -0.90352  0.4464
H: 4.41482 5.41304 -2.00016  0.4218
H: 2.01785 5.00885 -2.50025  0.5105
C: 5.14186 2.64681 5.69161  -1.3761
C: 4.10876 2.94200 4.63811  0.7726
C: 3.56965 4.21741 4.49854  -0.7807
C: 2.62055 4.48656 3.52398  -0.9186
C: 2.19939 3.47498 2.67412  0.4074
C: 2.72474 2.19685 2.79713  0.0414
C: 3.66988 1.93883 3.77760  -0.7048
S: 0.98395 3.94427 1.42478  0.5042
O: -0.17245 4.43030 2.18052  -0.6492
O: 0.70669 2.46644 0.89000  0.1986
N: 0.67766 2.72380 -2.02751  0.8714
C: 0.47575 2.08005 -3.33406  -0.6908
C: -0.73619 1.15617 -3.27218  0.3642
O: -1.23695 0.71098 -4.27449  -0.6518
O: -1.11763 0.89513 -2.04769  -0.0415
H: 5.28200 3.49836 6.35607  0.3599
H: 6.10643 2.41184 5.23757  0.3185
H: 4.84906 1.78780 6.29708  0.2999
H: 3.89045 5.00842 5.16604  0.3297
H: 2.19117 5.47763 3.43719  0.4252
H: 2.38121 1.40223 2.14869  0.3478
H: 4.06665 0.93455 3.88089  0.4523
H: 1.34910 1.45902 -3.54958  0.2132
H: 0.36097 2.80848 -4.13671  0.4444
C: 0.75236 -0.76928 6.98937  -1.4734
C: 0.86965 -1.18304 5.54759  1.0142
C: -0.25813 -1.28357 4.73693  -0.9224
C: -0.14658 -1.62716 3.39919  -0.4970
C: 1.10935 -1.88937 2.87183  -0.0977
C: 2.24670 -1.79535 3.65477  -0.6033
C: 2.11821 -1.44608 4.99025  -0.5773
S: 1.28386 -2.20537 1.12230  1.5293
C: 0.54139 -3.84276 1.08405  -1.2879
O: 2.74396 -2.41240 0.86488  -0.8305
H: -0.28934 -0.72145 7.30297  0.3627
H: 1.19487 0.21650 7.14391  0.3024
H: 1.27389 -1.46999 7.64282  0.3619
H: -1.23518 -1.06856 5.15230  0.3369
H: -1.02520 -1.66154 2.76620  0.3366
H: 3.21246 -1.98673 3.20375  0.5030
H: 3.00433 -1.36513 5.60969  0.3848
H: 1.09387 -4.49494 1.75809  0.4478
H: 0.62015 -4.18961 0.05425  0.3764
H: -0.50622 -3.76419 1.37192  0.3787